C49H31Cl4InN14O | the ωB97M-V functional and the def2-TZVPD basis

Positions of all 100 atoms, in Å:
In -0.093 -0.144 -0.114
Cl -6.368 -0.988 -6.641
C -4.901 -0.749 -5.718
C -3.938 0.128 -6.186
C -2.774 0.313 -5.456
C -2.530 -0.384 -4.273
C -3.549 -1.225 -3.811
C -4.724 -1.419 -4.524
C -1.332 -0.268 -3.392
C -0.753 0.994 -3.048
C -0.671 2.167 -3.822
C 0.081 3.080 -3.102
C 0.412 2.460 -1.882
C 1.005 3.147 -0.750
C 0.933 4.638 -0.777
C 2.073 5.431 -0.710
C 1.989 6.821 -0.698
C 0.744 7.414 -0.763
Cl 0.627 9.164 -0.757
C -0.413 6.656 -0.835
C -0.310 5.273 -0.845
C 1.371 2.548 0.401
N 1.467 1.198 0.639
C 1.958 1.060 1.940
C 2.382 -0.237 2.436
C 2.929 -0.262 3.823
C 2.088 -0.012 4.909
C 2.583 -0.041 6.207
C 3.925 -0.317 6.414
Cl 4.554 -0.358 8.052
C 4.782 -0.558 5.358
C 4.275 -0.522 4.063
C 2.332 -1.397 1.721
C 2.792 -2.696 2.245
C 2.513 -3.615 1.315
C 1.845 -2.908 0.199
N 1.791 -1.587 0.464
C 1.261 -3.566 -0.880
C 0.424 -2.935 -1.859
C -0.149 -3.622 -3.002
C -0.970 -2.736 -3.624
C -0.844 -1.482 -2.924
N 0.014 -1.659 -1.851
C 1.461 -5.035 -1.000
C 0.376 -5.917 -0.992
C 0.551 -7.290 -1.092
C 1.834 -7.800 -1.195
Cl 2.066 -9.533 -1.319
C 2.934 -6.963 -1.204
C 2.736 -5.589 -1.115
C 2.069 2.242 2.610
C 1.480 3.297 1.729
N -0.060 1.188 -1.869
H -4.098 0.667 -7.111
H -2.049 1.007 -5.849
H -3.439 -1.690 -2.841
H -5.501 -2.062 -4.134
H -1.018 2.326 -4.827
H 0.361 4.080 -3.400
H 3.042 4.946 -0.664
H 2.879 7.434 -0.644
H -1.379 7.142 -0.872
H -1.204 4.659 -0.896
H 1.038 0.202 4.724
H 1.931 0.146 7.050
H 5.828 -0.763 5.543
H 4.933 -0.700 3.220
H 3.244 -2.854 3.214
H 2.684 -4.679 1.372
H 0.068 -4.635 -3.304
H -1.532 -2.891 -4.531
H -0.623 -5.508 -0.898
H -0.298 -7.961 -1.077
H 3.929 -7.378 -1.292
H 3.591 -4.922 -1.137
H 2.436 2.396 3.612
H 1.977 4.263 1.697
N -3.243 2.889 1.692
C -3.476 1.990 0.629
N -4.702 1.847 0.145
N -4.572 0.875 -0.774
N -3.336 0.470 -0.821
N -2.597 1.160 0.075
C -1.981 3.371 1.989
N -1.736 4.435 2.787
N -0.421 4.550 2.808
N 0.045 3.595 2.056
N -0.885 2.819 1.528
H -3.998 3.541 1.830
N -3.052 0.021 2.976
C -1.737 -0.247 3.240
O -1.077 0.464 3.984
C -1.207 -1.520 2.616
C -1.249 -1.541 1.083
H -3.313 0.986 3.131
H -3.406 -0.349 2.106
H -1.816 -2.342 3.014
H -0.191 -1.657 2.990
H -2.275 -1.485 0.714
H -0.851 -2.507 0.752

Values from the calculation:
Frontier orbital gap = 0.18174 Eh
Energy above the lowest of the compared OMol25 structures with the same formula, charge and spin = 0.0 kJ/mol
HOMO level = -1.52 eV
Total charge = -2
E = -129491.74824 eV
Spin multiplicity = 1